# C55H60N3O

C55H60N3O as an isolated structure in a non-equilibrium geometry (ωB97M-V/def2-TZVPD, the Open Molecules 2025 dataset).

Geometry as XYZ:
```
119
C55H60N3O (ωB97M-V/def2-TZVPD)
C -1.09152 -4.49263 -3.90842
O -1.77749 -3.20998 -3.94209
C -1.13768 -2.09261 -3.52097
C 0.13234 -2.13774 -2.90823
C 0.43990 -1.10931 -2.02654
C -0.37056 0.03408 -1.96556
C -0.00744 1.01917 -0.99608
N 0.06927 2.36641 -1.32914
C 0.09402 2.93705 -2.65940
C -0.69495 4.06250 -2.99848
C -1.36366 4.98675 -1.97453
C -2.80880 4.57174 -1.73841
C -1.24528 6.46884 -2.35799
C -0.91974 4.30942 -4.36260
C -0.27868 3.56919 -5.35979
C 0.69961 2.64359 -4.98713
C 0.96041 2.38727 -3.64118
C 2.22695 1.63510 -3.23274
C 3.35776 2.60957 -2.93308
C 2.62876 0.57885 -4.25309
N 0.14485 3.10917 -0.22040
N 0.29747 2.24782 0.81303
C 0.58573 2.87271 2.08618
C -0.32560 3.83393 2.59623
C -1.70114 4.07020 1.95603
C -2.26671 5.47150 2.19608
C -2.68072 2.97559 2.34762
C -0.00606 4.48671 3.78484
C 1.22708 4.28863 4.41925
C 2.19182 3.48481 3.80815
C 1.90157 2.83579 2.60659
C 3.04031 2.17386 1.82725
C 3.92563 1.32643 2.72816
C 3.85238 3.22042 1.07527
C 0.18239 0.91745 0.36540
C 0.39381 -0.32108 1.18217
C -1.49199 0.17910 -2.82469
C -1.87313 -0.88789 -3.60204
H -1.84520 -5.19342 -4.28548
H -0.21115 -4.48632 -4.57783
H -0.80064 -4.77438 -2.87613
H 0.81081 -2.98384 -3.03377
H 1.35494 -1.13436 -1.41465
H -0.79842 4.82559 -1.04939
H -2.86170 3.51208 -1.46134
H -3.25339 5.15600 -0.92509
H -3.41218 4.71869 -2.64443
H -0.20033 6.72768 -2.55932
H -1.83798 6.70330 -3.25114
H -1.60069 7.10217 -1.53745
H -1.62929 5.08501 -4.66475
H -0.48928 3.75495 -6.41667
H 1.25410 2.12415 -5.77151
H 1.98070 1.11537 -2.30396
H 3.03896 3.35106 -2.19384
H 4.22553 2.07794 -2.53361
H 3.65195 3.14259 -3.84393
H 1.77787 -0.05032 -4.53060
H 3.04379 1.04053 -5.15431
H 3.38878 -0.08097 -3.82707
H -1.52792 3.98535 0.87707
H -1.52701 6.24194 1.95166
H -3.13128 5.63003 1.54328
H -2.59862 5.61630 3.23087
H -2.26730 1.98930 2.11539
H -2.90185 3.00064 3.42065
H -3.61683 3.09654 1.79629
H -0.74300 5.14254 4.25079
H 1.44958 4.78898 5.35802
H 3.17474 3.35185 4.27060
H 2.55664 1.51181 1.10239
H 3.33302 0.58821 3.27799
H 4.65710 0.80201 2.11134
H 4.46640 1.94748 3.44725
H 3.22241 3.80811 0.39880
H 4.33842 3.90400 1.78087
H 4.62445 2.73083 0.47864
H 0.16433 -0.19976 2.26094
H 1.43549 -0.67214 0.98733
H -2.03952 1.12100 -2.83496
H -2.76806 -0.85907 -4.20827
C -1.54657 -7.50530 5.18327
C -0.45172 -6.63638 5.12065
C -0.46507 -5.50941 4.28323
C -1.55283 -5.21828 3.43308
C -1.44702 -4.10624 2.40524
C -0.66081 -2.94763 2.55866
C 0.02268 -2.22729 1.40876
C 1.38742 -2.93246 1.23324
C 1.71693 -3.40207 -0.03612
C 2.94463 -4.00953 -0.27015
C 3.83542 -4.24512 0.77752
C 3.45944 -3.89192 2.07851
C 2.23821 -3.23094 2.32004
C -2.21526 -4.29741 1.15575
C -2.71941 -3.17314 0.46049
C -3.26191 -3.30430 -0.81172
C -3.43584 -4.57103 -1.36025
C -3.08686 -5.71276 -0.63293
C -2.49806 -5.57944 0.62231
C -2.67799 -6.09415 3.55383
C -2.67559 -7.20846 4.40756
H -1.51856 -8.39372 5.83110
H 0.43187 -6.83889 5.72432
H 0.41475 -4.87106 4.20478
H -0.28901 -2.74654 3.57765
H -0.57421 -2.26416 0.48620
H 0.98014 -3.30554 -0.83129
H 3.18652 -4.32327 -1.27661
H 4.79377 -4.74246 0.58812
H 4.11174 -4.13974 2.91442
H 1.95665 -2.99255 3.35413
H -2.61633 -2.18742 0.92193
H -3.53801 -2.39594 -1.36900
H -3.88329 -4.66281 -2.35833
H -3.26839 -6.70427 -1.04854
H -2.18135 -6.47538 1.15852
H -3.57414 -5.95869 2.94424
H -3.54120 -7.87613 4.47709
```

The value obtained for the gap between HOMO and LUMO is 0.263 hartree. Its multiplicity is 1. The LUMO energy is -2.93 eV. As for the charge: +1.